[1]
A 9-piece molecular cluster, C20H61B2O14PS8 overall. Source: the Open Molecules 2025 dataset; level of theory: ωB97M-V with the def2-TZVPD basis set.

```
106
Properties=species:S:1:pos:R:3:lowdin_charge:R:1
C 3.57824 0.85260 1.08929 -0.061
C 2.55875 0.07102 0.27504 -0.237
O 1.95311 0.91354 -0.71225 0.022
B 0.83621 1.54383 -0.21101 -0.309
C 0.91713 2.93858 0.57483 -0.104
P 1.85658 4.22638 -0.25369 0.389
O 2.65441 3.74796 -1.36151 -0.243
O 0.87917 5.39472 -0.72750 -0.119
O 2.80747 4.95307 0.82499 -0.141
B -0.71227 0.80662 -0.33375 -0.536
O -1.24197 0.32691 -1.48561 0.156
O -1.41287 0.72383 0.86381 0.001
C -2.52996 1.60513 0.92460 -0.080
H 4.08701 1.51326 0.40211 0.091
H 4.33394 0.18627 1.48438 0.071
H 3.11411 1.40336 1.89015 0.055
H 3.08730 -0.72288 -0.23860 0.112
H 1.80850 -0.38498 0.92478 0.112
H 1.33543 2.72814 1.55538 0.093
H -0.07386 3.33381 0.76704 0.067
H 0.68540 5.96721 0.03515 0.060
H 2.48672 4.75162 1.72485 0.073
H -1.16546 -0.64385 -1.54909 0.062
H -3.36121 1.25534 0.32603 0.078
H -2.86811 1.63155 1.94645 0.050
H -2.28130 2.62431 0.62345 0.090
C 1.26786 -2.85293 -1.50516 -0.248
S -0.36011 -3.58479 -1.70765 0.855
O -1.34996 -2.53057 -1.29698 -0.548
C -0.23107 -4.68676 -0.30164 -0.255
H 1.38503 -2.07480 -2.25776 0.061
H 1.35338 -2.41689 -0.50850 0.045
H 2.02604 -3.62153 -1.65189 0.059
H -0.04477 -4.08678 0.59242 0.003
H 0.57491 -5.40083 -0.46655 0.062
H -1.17438 -5.21961 -0.20312 0.058
C -0.50673 7.65376 4.83067 -0.262
S -0.52475 7.13335 3.11316 0.806
O -0.04911 5.71949 3.07438 -0.566
C 0.85000 8.16414 2.58179 -0.263
H -1.27644 7.09279 5.35592 0.048
H 0.46955 7.44259 5.26724 0.060
H -0.72952 8.71875 4.88598 0.056
H 1.73760 7.92244 3.16644 0.062
H 0.58276 9.21284 2.70810 0.056
H 1.03986 7.96279 1.52945 0.042
C 7.40824 1.17665 3.50348 -0.273
S 6.41869 2.58705 4.01695 0.804
O 5.04513 2.36011 3.50189 -0.554
C 7.19697 3.77356 2.91377 -0.270
H 7.05100 0.30377 4.04539 0.049
H 7.29040 1.01865 2.43146 0.057
H 8.45403 1.35810 3.75122 0.051
H 7.09186 3.43699 1.88259 0.061
H 8.24928 3.87781 3.17868 0.052
H 6.69131 4.72794 3.04060 0.049
C -0.73831 -5.37976 -6.58115 -0.266
S -0.19489 -6.37972 -5.19165 0.816
O -0.19736 -5.49261 -3.99132 -0.609
C 1.50184 -6.53955 -5.74209 -0.269
H -1.78418 -5.12562 -6.42223 0.048
H -0.14162 -4.46911 -6.63106 0.059
H -0.63246 -5.95798 -7.49939 0.046
H 1.94485 -5.54917 -5.85210 0.061
H 1.52152 -7.07432 -6.69142 0.005
H 2.04874 -7.10455 -4.98957 0.051
C -3.25544 3.88339 3.81191 -0.263
S -4.97635 4.38489 3.88076 0.792
O -5.00284 5.87182 3.95876 -0.560
C -5.27991 3.76465 5.54196 -0.268
H -2.83974 4.20898 2.86112 0.047
H -2.70358 4.34949 4.62860 0.054
H -3.19461 2.79804 3.88137 0.047
H -4.59364 4.24114 6.24223 0.055
H -5.14576 2.68281 5.55096 0.053
H -6.30586 4.00933 5.80921 0.047
C -7.73379 2.12920 1.94225 -0.272
S -6.61782 0.72480 1.83038 0.818
O -5.24095 1.24932 2.03625 -0.563
C -6.82149 0.45910 0.06599 -0.265
H -7.72119 2.48619 2.96959 0.038
H -7.39395 2.92132 1.27549 0.061
H -8.74205 1.81080 1.67731 0.053
H -6.54203 1.36345 -0.47431 0.062
H -7.85824 0.19416 -0.14069 0.052
H -6.16845 -0.36050 -0.22643 0.054
C 1.09824 -7.69820 -11.22144 -0.269
S 1.65470 -8.71365 -9.84822 0.827
O 1.66430 -7.84071 -8.64220 -0.566
C 3.35881 -8.86113 -10.39589 -0.268
H 0.05278 -7.45092 -11.05156 0.050
H 1.69077 -6.78463 -11.26517 0.060
H 1.19399 -8.26181 -12.14912 0.054
H 3.79825 -7.86888 -10.49514 0.060
H 3.38654 -9.38968 -11.34843 0.054
H 3.90204 -9.43118 -9.64583 0.051
C -2.11068 -3.62247 4.26524 -0.267
S -1.00032 -3.10311 2.95144 0.819
O -0.02229 -4.21107 2.76856 -0.557
C -0.15892 -1.83589 3.90677 -0.255
H -2.70944 -4.44852 3.88827 0.049
H -1.52975 -3.95092 5.12698 0.056
H -2.76259 -2.79208 4.53594 0.053
H 0.29036 -2.28474 4.79267 0.058
H -0.87304 -1.06189 4.18697 0.056
H 0.61632 -1.40389 3.27784 0.041
```

The value obtained for the HOMO energy is -7.8 eV. The LUMO energy is 0.52 eV. The value obtained for the total energy is -5428.4600 a.u. The calculation puts the orbital gap at 0.304 hartree.

***

[2]
A 2-piece molecular cluster, C6H14OS overall. Source: the Open Molecules 2025 dataset; level of theory: ωB97M-V with the def2-TZVPD basis set.

```
22
Properties=species:S:1:pos:R:3:nbo_charge:R:1
C -0.44937 2.12746 1.03239 -0.691
C 0.38350 -1.66382 -0.22154 -0.625
C -1.27348 -0.86578 1.58182 -0.624
C -1.54458 -0.36050 -0.84418 -0.640
C 2.43763 0.95062 -1.55939 -0.572
C -0.53248 -0.55893 0.24181 -0.212
O 1.55813 0.41403 1.42633 -0.978
S 0.63488 0.88396 0.41258 1.417
H -0.01851 3.07450 1.59914 0.226
H -1.07016 2.39881 0.26683 0.173
H -0.09935 -2.49436 -0.50945 0.212
H 1.14596 -1.17501 -1.01137 0.220
H 1.08113 -1.94051 0.64142 0.234
H -1.98704 -1.71480 1.37596 0.212
H -2.06671 -0.08786 1.84990 0.233
H -0.57911 -1.20484 2.33857 0.234
H -2.34667 0.39434 -0.62637 0.214
H -1.10655 0.16892 -1.70384 0.216
H -2.01566 -1.19837 -1.27343 0.226
H 2.45791 -0.02562 -2.01830 0.171
H 2.12148 1.74957 -2.11931 0.165
H 3.26905 1.12818 -0.87957 0.189
```

The value obtained for the HOMO energy (spin up / spin down) is -8.3 / -8.1 eV. The LUMO energy (spin up / spin down) is 0.18 / -0.71 eV. The value obtained for the total energy is -710.2132 a.u. The calculation puts the orbital gap (spin up / spin down) at 0.313 / 0.270 hartree.

***

[3]
A 2-piece molecular cluster, C7H6N3O2 overall. Source: the Open Molecules 2025 dataset; level of theory: ωB97M-V with the def2-TZVPD basis set.

```
18
Properties=species:S:1:pos:R:3:nbo_charge:R:1
C 1.97472 0.01891 1.06639 -0.229
C 1.64614 -1.07463 0.33464 -0.083
C 1.58267 1.29160 0.75950 -0.118
C 0.95905 -0.90569 -0.96766 -0.360
C 0.83614 1.49127 -0.40243 -0.403
C 0.57263 0.33403 -0.96890 0.556
C -2.29022 -0.12205 -0.77907 -0.203
N -1.99327 2.13223 -0.03641 0.150
N -2.21052 1.09694 -0.38290 0.085
N -1.95180 -1.18348 0.13458 0.517
O -2.31254 -2.28469 -0.14152 -0.324
O -1.26044 -0.89554 1.08993 -0.415
H 2.76658 -0.36197 1.83310 0.286
H 1.92512 -2.08107 0.64969 0.281
H 1.88148 2.16028 1.52228 0.299
H 0.47782 -1.76770 -1.60192 0.348
H 0.56212 2.49827 -0.65598 0.331
H -3.16568 -0.34671 -1.45331 0.282
```

The value obtained for the HOMO energy (spin up / spin down) is -14.0 / -14.0 eV. The LUMO energy (spin up / spin down) is -6.99 / -7.00 eV. As for the net charge: +1. The value obtained for the total energy is -584.5028 a.u. The calculation puts the orbital gap (spin up / spin down) at 0.258 / 0.258 hartree.

***

[4]
C7H11BiNP as an isolated structure. Source: the Open Molecules 2025 dataset; level of theory: ωB97M-V with the def2-TZVPD basis set.

```
21
Properties=species:S:1:pos:R:3:nbo_charge:R:1
C -0.45021 0.42471 -2.21767 -0.291
C -1.23657 1.59178 -2.01703 -0.336
C -0.36563 2.61823 -1.54470 -0.248
C 0.96204 2.18650 -1.70601 -0.346
C 0.93303 0.77595 -2.02396 -0.342
Bi 0.93904 -0.97999 0.39804 0.271
P -0.10211 -3.33451 0.46607 0.012
H -0.76587 -0.55456 -2.60245 0.196
H -2.32327 1.63107 -2.04835 0.201
H -0.67757 3.58996 -1.19630 0.200
H 1.76757 0.17400 -2.38694 0.212
H 1.86125 2.75270 -1.50616 0.202
H 1.11112 -3.93735 -0.06485 0.098
H -1.32588 -3.58246 -0.30556 0.059
H -0.21895 -3.55166 1.89696 0.074
C -0.01904 0.05027 5.20864 -0.733
C -0.01596 0.02842 3.77381 0.370
N -0.00945 -0.04885 2.60826 -0.397
H 0.87651 -0.46002 5.59076 0.264
H -0.91830 -0.45855 5.57826 0.264
H -0.02175 1.08390 5.57018 0.268
```

The value obtained for the HOMO energy (spin up / spin down) is -5.9 / -5.8 eV. The LUMO energy (spin up / spin down) is -0.60 / -0.21 eV. The value obtained for the total energy is -883.8118 a.u. The calculation puts the orbital gap (spin up / spin down) at 0.196 / 0.204 hartree.

***

[5]
C18H18ClEuO as an isolated structure. Source: the Open Molecules 2025 dataset; level of theory: ωB97M-V with the def2-TZVPD basis set.

```
39
Properties=species:S:1:pos:R:3:lowdin_spin:R:1
C -0.33493 1.42009 3.83119 -0.003
C 0.33716 0.16455 3.99199 -0.005
C 1.48725 0.15312 3.15508 -0.004
H 0.03416 -0.67880 4.61965 0.000
C 1.54671 1.40650 2.48697 -0.001
C 0.41535 2.18611 2.89544 -0.004
H 0.19814 3.21569 2.59748 0.001
H -1.24446 1.74513 4.32673 0.001
H 2.18572 -0.67120 3.09812 0.000
H 2.35491 1.75040 1.82936 0.000
C -3.41007 -1.08296 0.12579 -0.004
C -3.69584 -0.71418 1.47908 -0.005
C -3.67522 0.71884 1.56118 -0.003
H -3.85512 -1.40615 2.30562 0.000
C -3.45519 1.22558 0.23433 -0.003
C -3.30704 0.11345 -0.64698 -0.002
H -3.18180 0.18203 -1.72666 0.000
H -3.30589 -2.10090 -0.24705 0.001
H -3.78750 1.28359 2.48874 0.001
H -3.45843 2.27483 -0.04913 0.000
Eu -1.08556 -0.04300 1.66653 7.032
O 0.35422 -0.32008 -0.18379 -0.005
C 1.20087 -1.49846 -0.12734 0.002
C 1.87188 -0.35556 -0.81621 0.004
H 1.54461 -1.73622 0.88971 0.001
H 0.87171 -2.31501 -0.78685 0.000
H 2.54150 0.28559 -0.23138 0.000
H 3.72607 0.92738 -2.33305 0.000
C 3.03228 0.33808 -2.93779 0.001
C 1.96072 -0.33292 -2.26936 0.000
C 0.98022 -0.99823 -3.05269 0.001
H 0.09086 -1.39755 -2.56590 0.000
C 1.15803 -1.13173 -4.42765 0.000
H 0.42131 -1.67517 -5.00890 0.000
C 2.26924 -0.55616 -5.05992 0.001
H 2.40554 -0.65473 -6.14772 0.000
C 3.18000 0.21444 -4.31737 0.000
H 4.00028 0.73039 -4.80735 0.000
Cl -2.37168 -0.66679 4.16010 -0.008
```

The value obtained for the HOMO energy (spin up / spin down) is -3.1 / -3.8 eV. The LUMO energy (spin up / spin down) is 2.14 / 2.15 eV. As for the net charge: -1. The value obtained for the total energy is -1942.4559 a.u. The calculation puts the orbital gap (spin up / spin down) at 0.193 / 0.218 hartree. As for the multiplicity: 8.

***

[6]
A 2-piece molecular cluster, C2H5F2NS overall. Source: the Open Molecules 2025 dataset; level of theory: ωB97M-V with the def2-TZVPD basis set.

```
11
Properties=species:S:1:pos:R:3:nbo_charge:R:1
C 1.31056 1.22458 -0.47561 -0.607
C -1.30431 0.06210 0.25956 0.794
N -0.99681 -1.22514 0.42257 -0.878
F -1.41682 0.78528 1.37484 -0.329
F -1.98067 0.50742 -0.81730 -0.322
S 1.68522 -0.38825 -1.05325 0.020
H 0.76363 1.77335 -1.25707 0.200
H 1.07822 1.37388 0.48634 0.182
H -0.51485 -1.65465 -0.42195 0.412
H -0.54627 -1.49366 1.30012 0.409
H 1.92209 -0.96490 0.18175 0.119
```

The value obtained for the HOMO energy (spin up / spin down) is -7.6 / -6.6 eV. The LUMO energy (spin up / spin down) is 0.49 / 0.26 eV. The value obtained for the total energy is -731.7285 a.u. The calculation puts the orbital gap (spin up / spin down) at 0.296 / 0.251 hartree.